# 1
This record from OMol25 describes a molecular structure, C26H52BaN7O4P at a distorted geometry. The level of theory is ωB97M-V with the def2-TZVPD basis set.

Calculated values
- multiplicity = 1
- gap between HOMO and LUMO (eV) = 8.52
- energy relative to the best compared isomer or geometry (same formula, charge and spin) (kJ/mol) = 228.93
- LUMO energy (Ha) = -0.174
- net charge = +2
- DFT total energy (a.u.) = -2072.552491

Structure (XYZ):
```
91
Properties=species:S:1:pos:R:3:forces:R:3:mulliken_charge:R:1
Ba -1.1123 1.0903 0.6573 -1.2 -0.8 -1.1 1.426
C 3.8787 -0.5955 -1.8990 0.0 0.0 0.0 -1.699
C 2.4433 -0.8608 -1.4437 0.0 0.0 0.0 0.583
C 2.4101 -1.7961 -0.2252 -0.1 0.0 0.0 -0.690
C 1.3030 -2.8622 -0.2404 0.1 0.1 0.0 1.200
C 1.4147 -3.7730 -1.4585 0.0 0.0 0.0 -1.686
C 1.3294 -3.6673 1.0501 0.0 0.0 0.0 -1.691
N -0.0387 -2.1103 -0.2713 0.0 -0.1 0.1 2.187
C -1.2166 -2.8848 -0.7713 0.0 -0.1 0.0 -0.325
C -2.5368 -2.4803 -0.1387 0.0 0.1 0.0 -1.943
N -3.0543 -1.1024 -0.2933 0.1 -0.2 -0.1 1.164
C -4.0110 -0.9293 0.8579 0.1 0.2 0.0 -0.496
C -3.1733 -0.1405 1.8537 -0.6 -0.4 0.3 -0.107
O -2.1704 -0.7160 2.3463 0.2 0.2 -0.1 -0.434
O -3.3444 1.1099 1.8732 0.1 0.0 0.0 -0.651
C -3.7898 -0.8369 -1.5699 0.0 -0.1 0.0 -0.279
C -4.0852 0.6554 -1.6830 0.0 0.0 0.0 -1.510
C -3.1756 -1.4342 -2.8475 0.0 0.1 0.1 -1.991
C -1.9808 -0.7951 -3.6088 0.0 0.0 0.0 1.216
C -1.3903 -1.8950 -4.4956 -0.1 0.0 0.0 -1.879
C -2.4743 0.3312 -4.5356 0.0 0.0 0.0 -1.678
N -0.9285 -0.2905 -2.6602 0.0 0.0 0.0 0.959
C 0.3015 0.1500 -3.3465 0.0 0.0 0.0 -0.968
C 1.2151 0.9929 -2.4724 0.1 0.0 0.0 -1.758
N 1.6309 0.3690 -1.2019 0.2 0.1 0.1 1.608
C 2.4164 1.3424 -0.3868 -0.1 -0.2 -0.1 -1.078
C 1.4778 2.1825 0.4751 0.4 0.1 -0.4 -0.513
O 0.6333 2.8569 -0.1255 0.1 0.2 0.2 -0.615
O 1.0401 0.3286 1.7739 -0.2 -0.2 0.1 -1.027
H 4.3165 -1.5234 -2.2672 0.0 0.0 0.0 0.485
H 4.5079 -0.2426 -1.0814 0.0 0.0 0.0 0.366
H 3.9302 0.1312 -2.7099 0.0 0.0 0.0 0.325
H 1.9444 -1.3691 -2.2680 0.0 0.0 0.0 -0.278
H 2.3234 -1.2098 0.6923 0.0 0.0 0.0 -0.352
H 3.3534 -2.3414 -0.1651 0.0 0.0 0.0 0.725
H 2.4473 -4.1133 -1.5313 0.0 0.0 0.0 0.435
H 1.1640 -3.2722 -2.3946 0.0 0.0 0.0 0.261
H 0.7894 -4.6597 -1.3683 0.0 0.0 0.0 0.487
H 2.2558 -4.2385 1.0981 0.0 0.0 0.0 0.482
H 0.5049 -4.3798 1.1062 0.0 0.0 0.0 0.363
H 1.2916 -3.0122 1.9235 0.0 0.0 0.0 0.340
H -0.2140 -1.8067 0.6925 0.0 0.1 0.0 0.476
H 0.0693 -1.2743 -0.8712 -0.1 0.0 0.0 -1.255
H -1.0633 -3.9275 -0.4984 0.0 0.0 0.0 0.772
H -1.1866 -2.8039 -1.8488 0.0 0.0 0.0 -0.409
H -2.4179 -2.6336 0.9344 0.0 0.0 0.0 0.770
H -3.2861 -3.2089 -0.4770 0.0 0.0 0.0 0.173
H -4.3516 -1.8951 1.2309 0.0 0.0 0.1 0.451
H -4.8760 -0.3474 0.5583 0.0 0.0 0.0 0.472
H -4.7587 -1.3477 -1.4761 0.0 0.0 0.0 0.534
H -3.1673 1.2498 -1.7470 0.0 0.0 0.0 0.177
H -4.6555 1.0302 -0.8345 0.0 0.0 0.0 0.476
H -4.6560 0.8636 -2.5872 0.0 0.0 0.0 0.436
H -3.9971 -1.4592 -3.5670 0.0 0.0 0.0 0.761
H -2.9637 -2.4881 -2.6696 0.0 0.0 0.0 0.497
H -2.1919 -2.3493 -5.0785 0.0 0.0 0.0 0.444
H -0.9176 -2.6888 -3.9118 0.0 0.0 0.0 0.245
H -0.6593 -1.5068 -5.2029 0.0 0.0 0.0 0.437
H -3.3417 -0.0044 -5.1035 0.0 0.0 0.0 0.461
H -1.7139 0.6095 -5.2643 0.0 0.0 0.0 0.491
H -2.7610 1.2312 -3.9908 0.0 0.0 0.0 0.341
H -1.3435 0.5505 -2.2683 0.0 0.1 0.0 -0.070
H 0.0871 0.7644 -4.2260 0.0 0.0 0.0 0.605
H 0.8207 -0.7321 -3.7187 0.0 0.0 0.0 0.592
H 0.7144 1.9313 -2.2310 0.0 0.0 0.0 0.511
H 2.0886 1.2683 -3.0791 0.0 0.0 0.0 0.304
H 3.0092 2.0024 -1.0314 0.0 0.0 0.0 0.563
H 3.0937 0.7856 0.2568 0.0 0.0 0.0 0.620
C 1.7105 4.4669 3.8472 0.0 0.0 0.0 -0.714
N 0.3462 3.7531 3.9509 0.0 -0.1 -0.1 0.174
C 0.3650 2.9013 5.2468 0.0 0.0 0.1 -0.816
N 1.4639 2.0195 5.2373 0.0 0.0 -0.1 0.219
C 2.7121 2.7624 5.1606 0.0 0.0 0.0 -0.859
N 2.7844 3.5472 3.9299 -0.1 0.0 0.0 0.192
C 2.9318 2.7325 2.7221 0.1 0.0 -0.1 -1.451
P 1.4018 1.7086 2.3799 1.0 -0.1 0.6 2.236
C 0.0301 2.9125 2.7410 -0.3 0.9 0.6 -1.872
C 1.3568 1.0265 4.1516 -0.1 0.0 0.0 -1.609
H 1.7308 5.1697 4.6803 0.0 0.0 0.0 0.346
H 1.7168 5.0105 2.9026 0.0 0.0 0.0 0.362
H -0.3832 4.4620 4.0423 0.0 0.0 0.0 0.389
H -0.5848 2.3680 5.2825 0.0 0.0 0.0 0.403
H 0.4275 3.6178 6.0661 0.0 0.0 0.0 0.365
H 3.5493 2.0682 5.1904 0.0 0.0 0.0 0.380
H 2.7862 3.4376 6.0144 0.0 0.0 0.0 0.311
H 3.7886 2.0660 2.8496 0.0 0.0 0.0 0.342
H 3.1595 3.3932 1.8804 0.0 0.0 0.0 0.576
H -0.8921 2.3852 3.0201 0.0 -0.1 0.0 1.014
H -0.1917 3.6034 1.9222 0.1 0.0 0.0 0.219
H 2.1641 0.2994 4.2646 0.0 0.0 0.0 0.458
H 0.4256 0.4674 4.2805 0.0 0.0 0.0 0.494
```
Forces are in eV/Å.



# 2
This record from OMol25 describes 9 unconnected molecules or ions with the total composition C26H52Br8O8 at a distorted geometry. The level of theory is ωB97M-V with the def2-TZVPD basis set.

Calculated values
- multiplicity = 1
- gap between HOMO and LUMO (eV) = 9.95
- energy relative to the best compared isomer or geometry (same formula, charge and spin) (kJ/mol) = 0.00
- LUMO energy (Ha) = 0.010
- SMILES = CCOC(C)=O.CCOC(C)=O.CCOC(C)=O.CC(C)=O.CC(C)=O.BrCCBr.BrCCBr.BrCCBr.BrCCBr
- net charge = 0
- DFT total energy (a.u.) = -22215.797885

Structure (XYZ):
```
94
Properties=species:S:1:pos:R:3:forces:R:3:mulliken_charge:R:1
C -8.4919 -5.2160 4.1413 -1.6 -0.4 -1.5 -1.195
C -7.2654 -4.5723 3.5986 1.2 -1.3 1.4 -0.165
O -7.3538 -4.3443 2.1684 -0.5 0.1 1.8 -0.297
C -6.2150 -4.1478 1.5344 3.5 0.4 -0.1 0.719
C -6.3853 -4.0425 0.0561 -0.2 0.1 0.9 -0.889
O -5.0857 -4.0761 2.0254 -2.2 -0.2 0.2 -0.588
H -8.6240 -6.1560 3.6057 0.0 -0.3 0.1 0.306
H -9.3786 -4.6599 3.8368 -0.2 0.3 0.6 0.306
H -8.4784 -5.4528 5.2052 0.2 0.4 -0.1 0.363
H -6.9458 -3.7830 4.2791 -0.1 1.0 -1.0 0.341
H -6.5139 -5.3250 3.8367 0.6 0.1 -0.8 0.260
H -7.2370 -3.3694 -0.0416 -0.1 -0.3 -0.9 0.315
H -6.5597 -5.0789 -0.2330 -0.3 0.2 -0.7 0.248
H -5.4590 -3.6501 -0.3635 -0.3 -0.1 -0.1 0.277
C -2.7751 -2.2696 9.4291 -0.4 0.1 0.9 -1.099
C -3.4517 -3.3613 10.2839 -0.8 3.0 0.9 -0.268
O -3.0233 -4.5381 9.8196 1.5 -5.8 0.7 -0.269
C -2.9385 -5.6533 10.6921 0.7 -0.3 2.8 0.650
C -2.1976 -6.8479 10.0950 -0.2 0.9 -1.4 -0.907
O -3.2350 -5.7356 11.9069 0.1 1.6 -4.0 -0.554
H -3.1200 -1.3124 9.8201 -0.3 0.2 -0.5 0.363
H -2.9618 -2.4108 8.3646 -0.2 0.2 0.1 0.292
H -1.6966 -2.2045 9.5732 0.1 -0.6 0.1 0.297
H -3.2399 -3.2331 11.3454 0.3 0.0 0.1 0.345
H -4.5405 -3.3671 10.2328 -0.2 0.6 -0.3 0.292
H -2.9102 -7.5813 9.7178 -0.1 -0.2 0.4 0.256
H -1.4718 -7.2756 10.7866 -0.5 0.1 0.2 0.299
H -1.6520 -6.5437 9.2018 0.1 0.2 0.0 0.302
C 2.7115 1.1349 -2.2034 -0.3 0.0 0.4 -1.065
C 1.5612 0.2170 -1.7411 -0.6 1.6 -0.8 -0.243
O 1.1711 0.4449 -0.3871 0.2 -0.3 1.2 -0.340
C 0.3203 1.4144 0.0712 -0.7 0.1 -1.6 0.674
C 0.2062 1.3622 1.5794 -0.1 -0.9 -1.1 -0.864
O -0.2569 2.2251 -0.6311 0.9 -1.1 0.6 -0.565
H 2.4948 2.2031 -2.2023 -0.7 -0.1 -0.2 0.304
H 2.9595 0.8372 -3.2222 0.3 0.1 0.1 0.344
H 3.5782 1.1155 -1.5426 0.1 -0.7 -0.1 0.302
H 0.6739 0.3862 -2.3511 0.0 0.3 -0.2 0.310
H 1.7939 -0.8341 -1.9121 0.2 0.0 0.7 0.316
H 0.9616 2.1015 1.8459 -0.4 -0.1 0.9 0.229
H 0.4040 0.3466 1.9222 0.7 0.2 0.1 0.301
H -0.8325 1.5136 1.8732 0.3 0.9 0.0 0.299
C -7.9039 3.2380 -6.6801 1.1 -0.8 -0.6 -0.916
C -6.8515 2.1204 -6.5941 -0.5 -3.6 0.3 0.691
C -5.3808 2.4728 -6.2108 -0.5 -0.7 0.1 -1.000
O -7.2147 0.9259 -6.8189 1.4 4.0 0.7 -0.562
H -7.6948 4.1672 -6.1499 0.0 -0.3 0.2 0.313
H -8.8966 2.8196 -6.5137 0.2 0.1 0.1 0.315
H -7.7915 3.4417 -7.7450 -0.4 0.5 -0.3 0.261
H -5.3422 2.7012 -5.1457 -0.4 1.0 0.0 0.280
H -4.9370 3.2274 -6.8601 -0.3 0.4 0.3 0.288
H -4.6557 1.6601 -6.1678 -0.6 -0.7 -0.8 0.330
C 8.3179 -5.6504 0.8031 -0.9 0.7 -0.2 -1.009
C 9.4537 -6.3419 0.2075 2.2 0.6 -0.5 0.727
C 9.9296 -7.6016 0.9405 0.0 0.2 -0.4 -0.967
O 10.0563 -5.7985 -0.7141 -0.4 -1.4 0.8 -0.569
H 8.6685 -5.0787 1.6623 -0.1 -0.4 0.4 0.266
H 7.5529 -6.3840 1.0578 -0.3 0.5 0.2 0.351
H 8.0297 -4.8825 0.0852 -0.6 -0.2 0.0 0.318
H 9.9082 -8.4484 0.2545 0.0 -0.1 0.0 0.288
H 9.3156 -7.8105 1.8165 -0.1 0.0 -0.2 0.295
H 10.9561 -7.4845 1.2881 0.0 0.1 -0.2 0.299
Br -6.7860 6.0079 5.8033 0.1 0.4 0.2 -0.141
C -7.3521 5.1254 4.1899 -0.7 -0.8 0.1 -0.554
C -7.1271 5.9519 2.9693 0.4 0.4 -0.6 -0.549
Br -7.2668 4.8456 1.3360 0.0 0.3 0.5 -0.156
H -8.4281 4.9707 4.2686 0.2 -0.3 0.3 0.333
H -6.8274 4.1708 4.2276 -0.1 0.2 -0.4 0.360
H -6.1459 6.4264 2.9566 -0.1 -0.2 -0.1 0.365
H -7.8993 6.7151 2.8734 0.2 -0.1 0.0 0.342
Br 8.7950 2.0814 4.3128 -0.5 0.8 -0.6 -0.180
C 7.6093 2.9596 2.9063 2.0 -1.0 -0.4 -0.609
C 7.9897 4.3945 2.4828 -1.2 -0.4 1.1 -0.454
Br 6.1986 5.3273 2.4105 1.3 -0.1 -0.3 -0.175
H 6.6104 2.6424 3.2059 0.2 0.8 -0.1 0.434
H 7.9628 2.4181 2.0289 -0.7 -0.7 0.3 0.278
H 8.5008 4.3070 1.5240 -0.6 0.5 -0.1 0.340
H 8.6658 4.9196 3.1576 -0.5 0.0 0.2 0.365
Br 3.5215 0.0410 -11.0638 -0.5 0.8 0.7 -0.143
C 2.5845 1.8088 -10.9406 0.3 -0.2 -0.6 -0.539
C 2.7512 2.4094 -12.3152 0.0 -0.1 0.1 -0.682
Br 4.5476 3.1578 -12.5772 -0.5 -0.2 0.0 -0.125
H 2.9766 2.4690 -10.1670 0.2 -0.5 0.1 0.389
H 1.5209 1.6333 -10.7793 0.2 -0.3 0.1 0.341
H 2.0400 3.2169 -12.4890 0.1 0.0 0.0 0.359
H 2.5889 1.5783 -13.0015 0.2 0.5 -0.4 0.400
Br 7.0782 7.4234 -6.4431 0.4 0.0 -0.5 -0.158
C 8.0008 7.9970 -8.1024 -0.8 0.3 -0.2 -0.582
C 9.2674 7.2371 -8.3305 0.5 0.1 0.1 -0.551
Br 10.0324 7.6460 -10.1075 -0.4 -0.1 0.4 -0.152
H 8.0957 9.0753 -7.9744 0.2 -0.2 -0.2 0.370
H 7.3358 7.7742 -8.9368 -0.2 0.2 0.3 0.356
H 9.0354 6.1723 -8.3056 0.4 0.1 0.0 0.364
H 10.0649 7.5430 -7.6533 -0.2 -0.4 0.1 0.353
```
Forces are in eV/Å.